Here is a molecular structure, C17H50B3F6N3O9S2Zn2 at a distorted geometry from the OMol25 dataset. Energies are from wB97M-V/def2-TZVPD.

Values from the calculation:
- total energy (eV) = -178172.3503
- E_LUMO (eV) = -0.1
- frontier orbital gap (eV) = 9.78

Element x y z (Å)
Zn 16.194138 7.283810 -15.434437
Zn 17.546608 10.449480 -12.732827
B 17.051487 8.397113 -13.559043
H 17.352221 7.342688 -14.003917
H 15.930614 8.560050 -13.909610
H 17.243317 8.362274 -12.375336
H 17.733411 9.241474 -14.061651
B 15.707151 5.269547 -14.394953
H 15.283469 6.359100 -14.193806
H 14.820185 4.491142 -14.597911
H 16.515621 5.362042 -15.271164
H 16.295948 4.887131 -13.422343
B 17.761968 11.854373 -14.379898
H 18.056982 12.742222 -15.116734
H 16.824887 11.194510 -14.727970
H 18.694741 11.133894 -14.216474
H 17.542684 12.288186 -13.297269
C 15.056086 8.600469 -9.857701
F 15.825446 7.658814 -10.400732
F 13.960093 8.721835 -10.607561
F 14.739937 8.312115 -8.610597
S 16.046932 10.199332 -9.881265
O 15.507461 11.100924 -8.934841
O 17.393689 9.741386 -9.663136
N 16.031498 10.811202 -11.463044
S 14.723054 11.663466 -11.740785
O 14.408112 11.563774 -13.137594
O 13.657171 11.420105 -10.837114
C 15.165345 13.452455 -11.440095
F 16.401367 13.719780 -11.833803
F 14.311226 14.221962 -12.105851
F 15.035951 13.731896 -10.150874
C 19.167141 6.086230 -10.350398
C 19.334667 5.944269 -8.841797
C 18.769914 4.656042 -8.314327
O 20.722451 6.131447 -8.528707
H 18.645431 7.000857 -10.626385
H 18.608547 5.259630 -10.799082
H 20.135144 6.011986 -10.851619
H 18.835057 6.825776 -8.417498
H 17.694531 4.542029 -8.475106
H 19.029083 4.403612 -7.286198
H 19.119967 3.820340 -8.938319
H 20.793373 6.153792 -7.569818
C 18.948657 6.188666 -16.539611
O 18.023182 7.271529 -16.425416
C 18.098411 8.129553 -17.555970
C 17.365598 9.436261 -17.223272
N 16.186431 9.246955 -16.334269
C 14.941050 9.602821 -17.052694
C 13.793189 9.248053 -16.119829
O 14.014808 8.002259 -15.517853
C 13.299713 7.832538 -14.297954
H 18.649087 5.429197 -15.817828
H 19.928990 6.496581 -16.163336
H 18.993026 5.829731 -17.563914
H 17.638608 7.716925 -18.459192
H 19.147884 8.358689 -17.749246
H 17.033130 9.824307 -18.194125
H 18.045408 10.226299 -16.900582
H 16.325101 10.023445 -15.678613
H 14.882378 8.909854 -17.901006
H 14.883002 10.626554 -17.414708
H 12.846372 9.230941 -16.670810
H 13.754576 10.051866 -15.368650
H 13.674074 6.929280 -13.827570
H 12.224885 7.753555 -14.478010
H 13.481799 8.682447 -13.631345
C 22.029696 8.774025 -15.419098
O 21.637210 8.483653 -14.101702
C 21.069093 9.603903 -13.463339
C 20.372035 9.130279 -12.213726
N 19.287640 9.980443 -11.692901
C 19.790596 11.349766 -11.348349
C 20.539984 11.423501 -10.035293
O 21.883017 11.070019 -10.179348
C 22.754016 11.791609 -9.335326
H 22.917685 9.422405 -15.464399
H 21.263087 9.308528 -15.993860
H 22.313929 7.825644 -15.871582
H 20.301408 10.037259 -14.122644
H 21.785238 10.407273 -13.262692
H 21.141556 9.074744 -11.434664
H 20.000379 8.114505 -12.339824
H 19.024237 9.646637 -10.769035
H 18.965720 12.065566 -11.342894
H 20.486666 11.750360 -12.088109
H 20.047765 10.742380 -9.311436
H 20.345501 12.368755 -9.511083
H 23.738128 11.321645 -9.275502
H 22.388449 11.735749 -8.304379
H 22.929065 12.800107 -9.716768

Cartesian forces, eV/Å:
Zn -0.5 0.1 0.7
Zn 0.3 -0.3 0.0
B 0.0 -0.2 0.3
H 1.2 -0.5 0.3
H -0.8 0.7 0.6
H -0.4 -0.3 0.2
H 0.4 -0.1 -0.7
B -0.2 -0.9 0.5
H -0.6 0.5 0.6
H -0.2 0.1 -0.6
H 0.7 -0.3 -1.2
H 0.3 0.4 0.1
B 0.2 0.2 -0.6
H 0.0 0.2 0.0
H -0.4 0.1 -0.2
H 0.8 -0.4 -0.4
H -0.4 0.7 0.8
C 0.0 0.5 -1.2
F -0.3 -0.1 0.5
F 0.1 -0.2 0.4
F 0.1 -0.1 -0.1
S 1.5 0.2 -0.5
O -0.5 0.2 0.3
O -0.1 -0.2 -0.2
N 0.0 -1.0 2.6
S -1.8 0.9 -1.9
O 0.6 0.2 -0.1
O -0.3 -0.1 0.6
C -0.4 -0.3 0.2
F 0.2 0.2 0.0
F 0.0 -0.1 -0.2
F 0.3 0.0 0.1
C 0.1 -0.7 -0.5
C -0.2 1.3 -0.1
C -0.1 -1.4 -0.6
O 0.0 -0.4 -0.1
H 0.2 0.1 0.0
H -0.2 0.0 0.3
H 0.1 0.4 0.2
H -0.3 -0.3 0.3
H -0.1 0.6 0.3
H -0.1 0.3 0.1
H 0.5 0.2 0.2
H 0.1 0.0 0.0
C 0.3 -0.2 1.1
O 0.3 -0.2 -1.0
C -0.2 1.1 0.5
C 0.0 0.1 -1.2
N 0.9 1.3 -1.3
C -0.3 -2.1 0.0
C -0.3 1.3 -0.1
O 0.3 -0.4 -0.1
C -0.4 0.2 0.4
H -0.3 -0.2 -0.4
H 0.0 0.3 -0.4
H 0.0 -0.2 0.0
H 0.1 -0.6 0.2
H 0.0 -0.1 -0.2
H -0.1 0.0 0.1
H -0.1 -0.3 0.8
H -0.2 -0.6 0.6
H 0.1 0.3 -0.2
H 0.1 0.1 0.2
H 0.0 0.1 0.1
H -0.2 -0.3 0.2
H -0.2 0.0 -0.1
H 0.1 0.0 -0.1
H 0.0 0.0 -0.1
C 0.7 0.1 0.0
O 0.0 0.2 0.0
C -1.2 0.4 -0.7
C 0.8 -0.6 1.2
N 0.6 1.6 -0.1
C 0.6 0.6 0.0
C -1.3 -0.6 1.3
O 0.6 0.1 -0.4
C 0.3 -0.4 0.4
H 0.0 0.0 0.2
H -0.3 -0.3 0.1
H -0.2 0.0 -0.2
H 0.2 0.0 -0.1
H 0.3 -0.2 0.0
H -0.1 -0.2 0.1
H -0.2 0.1 -0.3
H -0.3 -0.6 -0.3
H -0.1 -0.2 0.2
H -0.2 -0.3 -0.4
H 0.2 -0.2 -0.2
H 0.6 0.4 -0.6
H -0.2 -0.3 -0.5
H -0.1 0.6 0.0
H -0.3 0.2 0.3


Here is a molecular structure, C17H50O8Si2 from the OMol25 dataset. Energies are from wB97M-V/def2-TZVPD.

Values from the calculation:
- total energy (eV) = -50576.0718
- E_LUMO (eV) = 0.6
- frontier orbital gap (eV) = 9.75

Element x y z (Å)
C 3.217077 -1.072075 1.102996
C 4.081581 -1.911808 0.138624
C 4.961897 -1.087936 -0.808068
C 4.287059 0.134157 -1.426902
O 5.031688 1.323982 -1.113929
Si 4.418248 2.773397 -1.534620
O 2.901532 3.010446 -0.937206
Si 2.660793 3.245645 0.694338
C 0.830906 2.978117 1.096445
O 0.017727 2.659076 -0.014774
C 0.187533 1.318702 -0.447342
C -0.406068 1.191775 -1.838099
H 3.472096 -0.004416 1.061149
H 3.341900 -1.403769 2.137555
H 2.151787 -1.164640 0.872516
H 4.742912 -2.554160 0.729164
H 3.443026 -2.568518 -0.461877
H 5.874021 -0.746163 -0.305968
H 5.293507 -1.741221 -1.623068
H 4.259192 0.032101 -2.518135
H 3.250381 0.238540 -1.083762
H 5.323215 3.791131 -0.965473
H 4.342483 2.872318 -3.005749
H 3.477563 2.239407 1.413354
H 3.088078 4.600248 1.098861
H 0.436757 3.925807 1.485978
H 0.726036 2.248184 1.917787
H -0.323693 0.617313 0.231160
H 1.254438 1.044339 -0.465206
H -0.775253 0.179954 -2.021612
H 0.323820 1.466906 -2.605750
H -1.228622 1.910332 -1.924636
C 0.813062 -0.598141 -5.006673
C 2.267625 -0.651126 -4.578550
O 2.470808 -1.435161 -3.407106
H 0.198065 -0.212320 -4.193915
H 0.692005 0.046977 -5.878261
H 0.437582 -1.591213 -5.266736
H 2.618305 0.349422 -4.320954
H 2.895312 -1.024685 -5.394611
H 2.181660 -2.335469 -3.592162
C -4.017638 -1.722058 0.884571
C -2.711548 -0.953715 0.861199
O -1.797455 -1.464100 -0.107365
H -3.840652 -2.777665 1.088580
H -4.687586 -1.329655 1.650534
H -4.526151 -1.651394 -0.081529
H -2.200668 -1.035914 1.821214
H -2.895204 0.109823 0.669388
H -2.213843 -1.388845 -0.973201
C -4.155925 -6.548330 0.411643
C -5.508362 -6.080348 0.913360
O -5.655291 -4.666722 0.833905
H -3.354773 -6.069517 0.975831
H -4.055476 -7.630077 0.510795
H -4.023864 -6.291342 -0.642249
H -5.632517 -6.326633 1.967714
H -6.312534 -6.574849 0.358089
H -5.566688 -4.409586 -0.090560
C 1.116212 6.577262 -0.150120
C -0.279370 7.094668 -0.437847
O -0.596663 8.256646 0.321201
H 1.226470 6.355622 0.912020
H 1.317002 5.670321 -0.724404
H 1.872017 7.321793 -0.413034
H -1.026728 6.351036 -0.161961
H -0.394456 7.302017 -1.507276
H 0.036366 8.945917 0.092706
C -3.786529 -2.731325 4.412081
C -2.821286 -2.069356 5.375028
O -2.333102 -0.827219 4.876728
H -3.303065 -2.885367 3.447295
H -4.128062 -3.695520 4.791043
H -4.663487 -2.099876 4.249157
H -1.938338 -2.690700 5.522974
H -3.293009 -1.921588 6.352421
H -3.085836 -0.238860 4.751284

Cartesian forces, eV/Å:
C 0.0 0.0 0.0
C 0.0 0.1 0.2
C 0.1 -0.1 -0.2
C 0.1 0.0 -0.4
O -0.2 -0.2 0.3
Si 0.2 0.2 -0.4
O 0.2 0.2 0.4
Si -0.2 -0.4 -0.1
C -0.2 0.4 0.3
O 0.1 -0.2 -0.1
C -0.1 -0.4 -0.1
C 0.0 0.4 -0.1
H 0.0 -0.3 0.1
H 0.0 0.1 -0.1
H 0.1 0.1 0.0
H -0.1 -0.1 -0.2
H 0.0 0.1 0.1
H -0.2 0.0 0.0
H 0.0 0.0 0.1
H -0.1 0.0 0.2
H 0.2 0.0 0.0
H 0.0 0.0 0.0
H -0.1 0.0 0.0
H 0.1 0.1 0.1
H 0.1 0.0 0.0
H 0.0 -0.1 0.0
H 0.0 0.0 -0.2
H 0.1 0.2 0.0
H -0.2 0.1 0.1
H 0.1 0.1 0.0
H -0.1 -0.1 0.1
H 0.0 -0.2 0.0
C 0.0 -0.1 0.1
C 0.0 0.0 0.0
O -0.1 -0.1 0.0
H 0.0 0.0 -0.1
H 0.0 0.0 0.0
H 0.1 0.0 0.0
H 0.0 0.0 0.0
H 0.0 0.0 0.0
H 0.0 0.1 0.0
C 0.1 -0.1 -0.1
C 0.0 0.1 0.0
O -0.1 -0.1 -0.1
H 0.0 0.0 0.0
H 0.0 0.0 0.0
H 0.0 0.1 0.0
H 0.0 0.0 0.0
H 0.0 0.0 0.1
H 0.0 0.0 0.1
C 0.0 0.1 0.0
C 0.0 0.0 0.0
O 0.0 0.0 -0.1
H 0.0 0.0 0.0
H 0.0 0.0 0.0
H 0.0 0.0 0.0
H 0.0 0.0 0.0
H 0.0 0.0 0.0
H 0.0 0.0 0.1
C 0.0 0.0 0.1
C 0.0 0.1 0.0
O 0.0 0.0 0.0
H 0.0 0.0 0.0
H 0.0 0.0 0.0
H 0.0 0.0 0.0
H 0.0 0.0 0.0
H 0.0 0.0 0.0
H 0.0 0.0 0.0
C 0.1 0.1 -0.1
C 0.0 0.1 0.0
O 0.0 0.0 0.0
H 0.0 0.0 0.0
H 0.0 0.0 0.0
H 0.0 0.0 0.0
H 0.0 0.0 0.0
H 0.0 0.0 0.0
H 0.1 0.0 0.0